A molecular structure, C8H16AsCdNOS8, computed with ωB97M-V/def2-TZVPD.

lowest unoccupied orbital energy	-0.225	eV
E	-164178.303	eV
relative energy (zero: lowest compared OMol25 entry of this formula, charge and spin)	0.00	kJ/mol
HOMO-LUMO gap	0.283	hartree
net charge	0
strongest force on any atom	0.023	hartree/bohr

Last column: natural (NBO) charge in e.
CARTESIAN COORDINATES (ANGSTROEM)
Cd: 7.78 7.83 7.32  1.40
C: 7.04 4.44 8.69  -0.54
C: 5.82 4.63 7.77  -0.54
S: 6.38 5.52 6.28  0.19
C: 4.90 6.36 5.60  -0.53
C: 4.66 7.78 6.12  -0.55
S: 4.63 7.76 7.92  0.16
C: 4.67 9.49 8.35  -0.55
C: 5.25 9.66 9.76  -0.54
S: 6.99 9.22 9.91  0.23
C: 6.99 7.84 11.11  -0.54
C: 6.64 6.48 10.53  -0.55
S: 7.83 5.95 9.28  0.21
H: 7.82 3.94 8.11  0.24
H: 6.76 3.84 9.54  0.24
H: 5.06 5.23 8.30  0.23
H: 5.39 3.68 7.50  0.23
H: 4.04 5.69 5.71  0.23
H: 5.11 6.45 4.53  0.26
H: 3.72 8.13 5.72  0.23
H: 5.47 8.44 5.78  0.25
H: 3.66 9.88 8.36  0.23
H: 5.26 10.04 7.62  0.25
H: 4.68 9.06 10.48  0.22
H: 5.16 10.71 10.00  0.24
H: 6.28 8.03 11.92  0.23
H: 8.01 7.83 11.51  0.25
H: 5.65 6.49 10.07  0.23
H: 6.66 5.75 11.35  0.23
S: 8.94 7.65 5.01  -0.80
As: 9.30 9.74 5.37  0.92
S: 10.92 9.44 7.04  0.11
S: 7.63 10.31 6.69  -0.86
S: 10.12 11.05 4.01  -0.56
O: 10.78 7.96 9.03  -0.32
N: 10.10 8.34 8.10  -0.13